Record 1
DFT (wB97M-V/def2-TZVPD) results for a molecular structure, C16H34Cl16NO7PS.

Values from the calculation:
HOMO energy in Ha: -0.3520
Lowest unoccupied orbital energy in eV: 0.2623
Frontier orbital gap in eV: 9.8

Geometry (Å):
Cl1 -6.88830 2.27091 -7.39204
Cl2 0.30730 5.64999 -0.11859
Cl3 -8.56358 -0.96129 2.30618
Cl4 3.40545 -3.44780 3.50467
Cl5 -0.15488 -3.79529 5.98393
Cl6 -0.09899 2.44683 3.26413
Cl7 6.11993 -4.24270 4.23354
Cl8 2.60201 -1.13624 6.30633
Cl9 -6.04096 0.04897 -9.08679
Cl10 -4.80220 -0.91458 -4.52942
Cl11 -6.12836 0.23451 1.22071
Cl12 0.24429 0.58689 6.42476
Cl13 -2.12395 4.68808 1.16999
Cl14 -4.86748 -0.28376 -1.67455
Cl15 -1.95447 0.30093 2.68997
Cl16 -2.86613 -2.99901 5.24979
S1 0.75689 -1.77351 -2.62842
P1 -0.71347 0.38753 -0.74862
O1 1.37050 -2.39840 -3.82166
O2 -0.21787 -2.75709 -2.09442
O3 -1.90816 -0.40781 -1.22564
O4 1.84102 -1.26019 -1.46281
O5 -0.11816 -0.39415 0.59917
O6 0.11071 -0.29750 -3.13278
O7 -1.18957 1.89641 -0.21796
N1 2.99385 2.34178 -0.99628
C1 -7.71908 -0.43663 0.84441
C2 0.60251 0.60941 -2.11649
C3 -6.46829 0.55467 -7.44779
C4 4.12625 -0.87293 -3.06135
C5 -1.86549 -3.84701 6.43308
C6 2.06644 0.14672 -1.77622
C7 -1.62869 1.69869 3.72344
C8 1.00993 -0.79294 5.62283
C9 -3.87514 -0.85657 -3.02176
C10 5.83235 0.06237 -1.29476
C11 2.53426 1.03317 -0.56318
C12 4.88954 -1.10953 -1.72541
C13 4.41166 -4.29612 4.68321
C14 -1.36424 5.13121 -0.35810
C15 2.99921 0.21765 -3.01850
C16 2.53817 3.42189 -0.09855
H1 -2.42545 2.42781 3.60893
H2 -3.51408 -1.85352 -2.79289
H3 2.06518 3.06670 0.83711
H4 -2.18271 -4.88354 6.48544
H5 5.34318 0.78609 -0.60750
H6 6.32864 0.58349 -2.13446
H7 1.85752 4.10882 -0.64744
H8 3.73711 -1.80721 -3.51615
H9 -7.59101 -1.29096 0.18681
H10 4.28853 -3.82236 5.65256
H11 -0.21924 -1.33503 0.38881
H12 1.12287 -0.56513 4.56605
H13 -1.57327 1.36807 4.75354
H14 0.37766 -1.67171 5.74965
H15 4.09404 -5.33273 4.73329
H16 3.32773 0.43758 -0.05105
H17 5.54571 -1.99312 -1.89268
H18 0.52456 1.68526 -2.36145
H19 4.24620 -1.37510 -0.86548
H20 4.88576 -0.50142 -3.78796
H21 -5.61962 0.37971 -6.79353
H22 -3.03538 -0.18184 -3.15051
H23 3.99587 2.38384 -1.11269
H24 -8.31292 0.32574 0.35042
H25 6.64946 -0.39146 -0.68922
H26 -1.93055 5.93128 -0.82400
H27 -1.54442 1.77215 0.67876
H28 -7.32108 -0.02670 -7.11183
H29 -1.98748 -3.37169 7.40128
H30 1.71370 1.13277 0.17031
H31 3.48847 1.20494 -3.14280
H32 -1.35839 4.25605 -1.00125
H33 3.42236 4.02572 0.21602
H34 2.39622 0.07999 -3.94414

Cartesian forces (eV/Å) of the 6 atoms listed first:
Cl -0.02 0.00 0.09
Cl -0.48 0.62 0.06
Cl -0.08 -0.03 -0.03
Cl -0.11 -0.03 -0.02
Cl -0.05 -0.64 0.12
Cl 0.15 0.10 0.09


Record 2
DFT (wB97M-V/def2-TZVPD) results for 4 unconnected molecules or ions with the total composition C16H34F3N2O3S.

Values from the calculation:
HOMO energy in Ha: -0.0760
Energy relative to the best compared isomer or geometry (same formula, charge and spin) in kcal per mole: 37.0
Lowest unoccupied orbital energy in eV: 2.2342
Net charge: -1
Frontier orbital gap in eV: 4.3

Geometry (Å):
S1 3.05033 -2.38427 -2.62226
F1 8.99843 -0.04760 -2.01797
F2 7.61061 0.08011 -0.15716
F3 7.70935 -1.78383 -1.38087
O1 -5.77823 -2.02675 1.35303
O2 2.09558 3.27401 -2.37910
O3 0.07387 -1.58608 0.10126
N1 4.78460 -1.08341 -0.64430
N2 4.67812 0.31803 -0.56991
C1 0.90261 5.16264 -3.40376
C2 5.44132 0.98575 -1.64284
C3 3.81614 -1.54331 -1.38535
C4 -5.86957 -1.36087 2.60319
C5 0.85056 -0.49648 2.16196
C6 -2.10809 -2.27342 0.99977
C7 1.14013 3.59120 -0.13540
C8 7.75459 -0.36813 -1.47057
C9 -6.46196 -3.26397 1.24240
C10 0.17267 -0.36174 0.80926
C11 -0.65467 -2.62637 0.72684
C12 0.94584 3.67280 -3.10519
C13 -7.96140 -3.15261 1.46423
C14 2.27686 3.87051 -1.10485
C15 6.53061 0.07804 -2.38155
C16 -5.31874 -2.17186 3.76406
H1 3.19976 3.45249 -0.69574
H2 -8.19980 -2.80772 2.47269
H3 -6.01914 -4.00405 1.91723
H4 6.98637 0.72656 -3.20959
H5 -2.63116 -3.12627 1.43933
H6 4.70404 1.33252 -2.46137
H7 0.02132 5.40458 -4.00425
H8 -0.81694 0.09929 0.90916
H9 0.29011 -1.14629 2.83769
H10 1.79558 5.46801 -3.95519
H11 0.85889 5.76126 -2.49221
H12 1.00215 2.51502 -0.00945
H13 -0.62132 -3.48014 0.04534
H14 0.19178 4.00324 -0.48948
H15 0.97040 3.12436 -4.04936
H16 -5.28743 -0.44187 2.50774
H17 -8.39980 -2.43835 0.76245
H18 -8.44018 -4.12392 1.32163
H19 -5.87649 -3.09740 3.91759
H20 -4.27613 -2.44281 3.58016
H21 1.35343 4.03446 0.83994
H22 2.44671 4.94802 -1.21078
H23 5.97975 1.93647 -1.30047
H24 -6.28195 -3.62707 0.22761
H25 -0.14899 -2.94513 1.64482
H26 -6.90362 -1.05440 2.79415
H27 0.03817 3.35085 -2.58348
H28 0.76515 0.30962 0.18480
H29 0.94227 0.48240 2.64012
H30 -2.20028 -1.43260 1.69123
H31 -5.37123 -1.59353 4.69010
H32 6.01378 -0.77506 -2.90767
H33 -2.61434 -1.99088 0.07329
H34 1.84955 -0.92403 2.04704

Cartesian forces (eV/Å) of the 6 atoms listed first:
S 0.91 1.62 2.20
F -1.67 -0.25 1.40
F 1.28 -0.48 -2.43
F 0.82 2.13 0.01
O 0.08 0.10 -0.17
O 0.03 -0.02 -0.19


Record 3
DFT (wB97M-V/def2-TZVPD) results for a molecular structure, C16H34F3N5O6PRu.

Values from the calculation:
HOMO energy (alpha / beta) in Ha: -0.5396 / -0.5408
Energy relative to the best compared isomer or geometry (same formula, charge and spin) in kcal per mole: 0.2
Lowest unoccupied orbital energy (alpha / beta) in eV: -4.5622 / -7.5685
Net charge: +2
Frontier orbital gap (alpha / beta) in eV: 10.1 / 7.1
Spin multiplicity: 6

Geometry (Å):
Ru1 0.94173 -0.31979 0.37920
P1 0.30950 -1.79293 3.35334
F1 -1.43954 -1.94816 -3.49786
F2 -1.23247 -3.69061 -2.23027
F3 -2.73240 -2.19047 -1.77369
O1 0.96798 -0.85463 2.29600
O2 -0.02825 -0.53406 -1.71096
O3 1.84765 1.46585 -0.88033
O4 -0.26896 -2.10604 -0.20405
O5 2.89524 -0.78631 -0.35129
O6 -0.26989 1.46037 0.52640
N1 0.20217 -0.94201 4.72889
N2 -1.27183 3.18982 -0.50775
N3 1.26407 -3.09724 3.50587
N4 4.53638 -0.67586 -1.88574
N5 -1.18252 -2.21665 2.87905
C1 3.46258 -0.19324 -1.31504
C2 5.20496 -0.05850 -3.03204
C3 -0.85201 -1.15207 5.72177
C4 5.12788 -1.94045 -1.43602
C5 -1.34678 4.21603 -1.54795
C6 -2.41824 3.15382 0.40483
C7 2.84877 1.10375 -1.81652
C8 1.73629 -3.83433 2.33558
C9 -1.49786 -2.39141 -2.25120
C10 1.32509 -0.13340 5.20578
C11 0.87916 2.38975 -1.35834
C12 -0.28481 2.33712 -0.38312
C13 -0.51570 -1.62534 -1.34406
C14 -2.13922 -1.18931 2.47801
C15 -1.64609 -3.59108 2.70799
C16 1.50794 -3.75948 4.78659
H1 2.82685 -3.87797 2.33741
H2 5.02329 -0.65732 -3.92410
H3 1.34905 -4.85560 2.34873
H4 0.52744 2.08906 -2.34981
H5 3.59490 1.89696 -1.88567
H6 -1.82072 -3.80483 1.65177
H7 6.27540 -0.03114 -2.83846
H8 4.85964 0.95450 -3.20772
H9 -2.34565 2.29043 1.05455
H10 4.50978 -2.38738 -0.66733
H11 0.97683 -4.71277 4.84007
H12 1.31801 3.38776 -1.40051
H13 1.78334 -0.59374 6.08380
H14 6.12479 -1.74580 -1.04318
H15 -2.43060 4.06467 1.00210
H16 2.57586 -3.94990 4.89838
H17 -3.33195 3.10124 -0.18475
H18 -2.37957 -1.28949 1.41609
H19 -0.44278 4.25573 -2.14533
H20 1.18333 -3.12943 5.61069
H21 -1.72800 -0.19643 2.66159
H22 -1.49769 5.18654 -1.07803
H23 2.07857 -0.03196 4.42879
H24 -0.44122 -1.60209 6.62829
H25 -1.29940 -0.19326 5.98699
H26 2.40678 0.93241 -2.80391
H27 -0.91130 -4.29156 3.09466
H28 -2.57886 -3.73464 3.25601
H29 5.20512 -2.61347 -2.28845
H30 -3.06241 -1.29000 3.05184
H31 -2.19236 4.00319 -2.20074
H32 -1.62629 -1.80529 5.32817
H33 0.96893 0.86031 5.47967
H34 1.40046 -3.35970 1.41538

Cartesian forces (eV/Å) of the 6 atoms listed first:
Ru -0.03 0.06 -0.11
P 0.10 0.04 -0.05
F 0.00 0.00 -0.01
F 0.01 -0.03 0.00
F 0.00 -0.01 -0.01
O -0.02 -0.06 0.15